The following is a quantum chemistry calculation of a molecular structure, C13H26NO3P2Ru at a distorted geometry, from the Open Molecules 2025 dataset.

Its net charge is +2. Its expectation value of S² is 8.7794. The calculation puts the LUMO energy (spin up / spin down) at -7.3 / -11.4 eV. Its spin multiplicity is 6. The energy is -42674.6235 eV. The molecular weight comes out at 407.4 Da. The value obtained for the gap between HOMO and LUMO (spin up / spin down) is 5.0 / 3.7 eV. The HOMO energy (spin up / spin down) is -0.4547 / -0.5568 Ha.

Each line ends with the Löwdin charge.
Geometry (Å):
Ru  0.49100  0.54012  0.78170  0.805
P  1.08699  -1.57414  0.99595  0.710
C  -0.31936  -2.54065  0.25744  -0.213
C  -1.51820  -1.63627  -0.00142  -0.194
N  -1.37663  -0.28510  0.11853  -0.007
C  -2.32719  0.54790  -0.38646  -0.206
C  -3.59981  0.07919  -0.73536  0.099
C  -3.83279  -1.28688  -0.68671  0.042
C  -2.78095  -2.14040  -0.35131  0.108
C  -1.93940  2.00397  -0.54273  -0.211
P  -0.10456  2.13802  -0.57611  0.724
H  -2.84984  -3.22383  -0.38350  0.155
H  -4.34109  0.82135  -1.04217  0.160
H  -4.81459  -1.69159  -0.95217  0.149
H  -2.33530  2.45198  -1.46301  0.114
H  -2.32617  2.59900  0.29745  0.130
H  0.08953  -2.97568  -0.68195  0.101
H  -0.59055  -3.41486  0.92806  0.135
H  0.92497  -1.88735  -3.00186  0.007
O  0.38697  -2.68317  -3.05794  -0.054
H  1.02041  -3.36900  -3.30921  0.061
H  2.32092  0.26219  -1.28266  -0.003
O  2.24107  0.09489  -2.25676  -0.111
H  3.12498  0.34665  -2.60037  0.085
C  0.24268  2.15798  -2.37029  -0.228
H  -0.57850  2.69467  -2.85916  0.061
H  1.19898  2.67691  -2.50546  0.064
H  0.34384  1.13306  -2.74327  0.031
C  0.30795  3.83708  -0.11760  -0.213
H  1.36975  3.97341  -0.34998  0.068
H  -0.29597  4.53309  -0.70603  0.073
H  0.13753  3.99574  0.95105  0.051
C  0.96547  -2.14296  2.71230  -0.232
H  0.85870  -3.23104  2.69564  0.062
H  1.83988  -1.85426  3.29782  0.063
H  0.08079  -1.70012  3.17233  0.055
C  2.67374  -2.25574  0.41339  -0.225
H  3.45958  -1.97532  1.12983  0.067
H  2.61580  -3.35358  0.37277  0.069
H  2.95461  -1.87838  -0.57951  0.034
C  1.32433  1.69062  2.95771  -0.090
C  -0.01353  1.52148  2.34717  -0.622
O  -1.10758  1.80408  2.75566  0.066
H  1.65404  2.73951  2.89388  0.106
H  2.07531  1.06530  2.45047  0.045
H  1.26222  1.39213  4.01385  0.113